P.
# C2H9NSi

A cluster of 2 separate species, C2H9NSi in total (ωB97M-V/def2-TZVPD, OMol25).

The geometry in XYZ format:
```
13
Properties=species:S:1:pos:R:3:lowdin_charge:R:1
H 3.13 -0.64 1.07 -0.0888
H -2.77 -0.71 0.04 0.0539
N 0.42 0.01 0.33 -0.3085
H 2.94 1.22 -0.14 -0.1328
H -1.94 -0.03 1.41 0.0606
C -2.03 0.01 0.33 -0.1049
H 0.11 1.24 0.90 0.2120
H -2.31 1.03 0.11 0.0518
H -0.53 -1.26 -0.94 0.0971
Si 2.23 0.02 -0.01 0.5581
H -0.73 0.35 -1.46 0.0960
H 2.20 -0.98 -1.12 -0.0805
C -0.71 -0.25 -0.52 -0.4139
```

Summary:
total charge	0
E_HOMO	-8.95	eV
frontier orbital gap	9.81	eV

Q.
# C2H9NSi

A cluster of 2 separate species, C2H9NSi in total (ωB97M-V/def2-TZVPD, OMol25).

The geometry in XYZ format:
```
13
Properties=species:S:1:pos:R:3:lowdin_charge:R:1
H -1.86 -1.02 -1.57 -0.0010
H 1.69 -0.65 -1.18 -0.0758
C -0.03 1.61 -0.79 -0.2955
H -0.92 2.06 -1.08 -0.0083
H 1.52 -0.76 2.59 -0.0248
N -0.92 -1.19 -1.81 -0.1544
C 0.44 -0.68 2.76 0.0366
H 0.83 2.31 -1.10 0.0584
H -0.04 0.25 2.35 -0.0384
H -0.79 -2.18 -1.82 0.0073
Si 0.23 -0.24 -0.95 0.6126
H -0.08 -1.50 2.42 -0.0904
H -0.08 1.98 0.19 -0.0263
```

Summary:
total charge	0
E_HOMO (spin up / spin down)	-8.90 / -6.21	eV
frontier orbital gap (spin up / spin down)	9.31 / 6.41	eV

P is favored, and the nearest alternative lies 1.275 eV above it.

P.
# C3H13NO4

A cluster of 4 separate species, C3H13NO4 in total (ωB97M-V/def2-TZVPD, OMol25).

The geometry in XYZ format:
```
21
Properties=species:S:1:pos:R:3:lowdin_charge:R:1
H 0.99 -0.03 4.11 0.0590
H 2.75 1.83 1.44 0.0421
H -3.15 1.38 -0.95 0.1028
O -1.92 -0.64 -2.99 0.0147
C -2.33 -0.51 -1.84 -0.2636
H 2.01 -0.72 3.22 0.0411
H -1.58 1.53 -1.93 0.1359
H 2.50 0.57 2.00 -0.0774
O 1.79 -2.45 -2.20 -0.0454
H 0.52 0.33 -1.17 0.0265
H 1.76 -2.06 -1.32 0.0158
O 2.82 0.90 1.22 -0.0289
H -1.73 -0.36 0.59 0.0959
H 0.54 0.97 0.51 0.0947
C -2.21 0.90 -1.22 -0.1407
H 0.87 -2.52 -2.37 0.0080
H -1.37 1.30 0.73 0.0850
H -2.83 -1.36 -1.19 0.1503
N 0.13 0.31 -0.27 0.0001
O 1.79 0.12 3.60 -0.0257
C -1.35 0.51 0.01 -0.2902
```

Summary:
total charge	0
E_HOMO	-9.26	eV
structure (SMILES)	NCCC=O.O.O.O
frontier orbital gap	9.54	eV

Q.
# C3H13NO4

A cluster of 3 separate species, C3H13NO4 in total (ωB97M-V/def2-TZVPD, OMol25).

The geometry in XYZ format:
```
21
Properties=species:S:1:pos:R:3:lowdin_charge:R:1
O -1.91 -2.43 -0.87 -0.0792
H 0.17 0.70 2.07 0.0973
O 1.61 2.14 -1.84 -0.0410
H -0.95 0.17 0.20 0.0825
H -2.74 -2.13 -1.24 0.0639
H -1.65 3.12 0.66 0.0509
H 0.78 -1.98 0.95 0.1192
H 1.58 -0.30 2.63 0.1160
O -1.17 2.36 0.33 -0.0342
O 1.82 0.27 0.80 -0.0904
H 1.39 0.64 0.03 0.0339
H 1.11 2.52 -2.57 0.0508
C 0.89 -0.09 1.82 -0.2323
N -0.52 -0.72 0.01 -0.0708
C 0.03 -1.25 1.24 -0.1795
H -0.03 -2.32 -1.07 0.1173
H -0.25 2.54 0.14 0.0137
H -0.72 -1.14 -2.11 0.1217
H 1.34 2.81 -1.20 0.0266
H -0.75 -1.63 1.90 0.1138
C -0.79 -1.52 -1.09 -0.2801
```

Summary:
total charge	0
E_HOMO	-8.64	eV
structure (SMILES)	OCCNCO.O.O
frontier orbital gap	8.71	eV

Q is favored, and the nearest alternative lies 0.469 eV above it.

P.
# C2H9NS

A cluster of 2 separate species, C2H9NS in total (ωB97M-V/def2-TZVPD, OMol25).

The geometry in XYZ format:
```
13
Properties=species:S:1:pos:R:3:lowdin_charge:R:1
H -3.81 -6.44 -0.58 -0.0028
C 0.79 1.28 0.02 -0.3777
C 2.51 3.91 -0.19 -0.4493
H -3.11 -5.16 0.32 -0.0001
H 1.53 1.12 0.81 0.0222
H -4.45 -5.96 0.87 -0.0062
H 0.84 0.89 -0.99 0.0145
H 2.41 4.97 -0.58 0.0532
H 3.11 3.46 -0.97 0.0047
H -0.20 1.02 0.46 0.0328
N -3.61 -6.03 0.31 0.0091
S 0.84 3.16 -0.17 0.6761
H 3.14 3.80 0.69 0.0236
```

Summary:
total charge	0
E_HOMO	-8.48	eV
structure (SMILES)	CSC.N
frontier orbital gap	9.53	eV

Q.
# C2H9NS

A cluster of 2 separate species, C2H9NS in total (ωB97M-V/def2-TZVPD, OMol25).

The geometry in XYZ format:
```
13
Properties=species:S:1:pos:R:3:lowdin_charge:R:1
H -1.10 -0.95 -1.75 0.0405
H -1.43 1.49 -0.14 -0.0482
H 1.88 0.33 0.55 -0.0378
S -0.21 -0.79 0.43 0.6854
H 1.82 -1.00 1.77 0.0509
C 1.66 -0.65 0.69 -0.3700
H -1.49 2.76 0.91 0.0127
H -0.21 2.67 -0.13 0.0053
H 0.65 -1.31 -1.87 0.0438
H 0.12 0.36 -1.65 -0.0016
H 2.18 -1.38 -0.07 0.0740
C -0.09 -0.64 -1.39 -0.4401
N -1.22 2.49 -0.04 -0.0148
```

Summary:
total charge	0
E_HOMO	-8.66	eV
structure (SMILES)	CSC.N
frontier orbital gap	9.56	eV

Q is favored, and the nearest alternative lies 0.219 eV above it.

P.
# C5H9Br

The molecule C5H9Br (ωB97M-V/def2-TZVPD, OMol25).

The geometry in XYZ format:
```
15
Properties=species:S:1:pos:R:3:lowdin_charge:R:1
H 1.60 1.85 0.66 0.1338
H 1.52 -2.12 -0.55 0.0742
Br 2.15 0.62 -2.27 0.3111
C -1.66 0.31 0.36 -0.0836
C 0.83 -0.01 -0.46 -0.5485
H 0.35 -1.60 0.77 0.1059
H 0.85 0.52 1.60 0.0865
H -0.06 -1.88 -0.93 0.0674
H -2.05 0.86 1.30 0.1052
C -0.36 0.83 -0.19 -0.3324
C 0.69 -1.49 -0.30 -0.0887
H -2.50 0.35 -0.46 0.1096
H -1.62 -0.80 0.62 0.0746
C 0.91 0.95 0.65 -0.1035
H -0.65 1.60 -0.78 0.0884
```

Summary:
total charge	0
E_HOMO	-9.76	eV
structure (SMILES)	C[C@H]1C[C@]1(C)Br
frontier orbital gap	9.66	eV

Q.
# C5H9Br

The molecule C5H9Br (ωB97M-V/def2-TZVPD, OMol25).

The geometry in XYZ format:
```
15
Properties=species:S:1:pos:R:3:lowdin_charge:R:1
H 0.75 -2.03 0.27 0.1433
Br 3.09 -0.11 0.03 0.6850
H -0.19 2.12 0.29 0.0953
H 1.52 2.34 -0.37 0.0725
C 1.16 0.09 -0.19 -0.8348
C 0.55 -0.53 -1.38 -0.1208
H -1.69 -1.78 0.59 0.0616
H 1.21 1.73 1.31 0.0364
C 0.89 1.66 0.29 -0.1046
C -1.06 -0.93 0.78 -0.0469
H -0.93 -0.83 1.91 0.0995
C 0.32 -1.02 0.04 -0.3776
H -1.47 0.02 0.54 0.0429
H 1.06 -1.33 -1.92 0.1022
H -0.31 0.07 -1.88 0.1460
```

Summary:
total charge	0
E_HOMO	-9.80	eV
structure (SMILES)	C[C@H]1C[C@]1(C)Br
frontier orbital gap	10.78	eV

Q is favored, and the nearest alternative lies 0.499 eV above it.

P.
# C4H4ClN

A cluster of 2 separate species, C4H4ClN in total (ωB97M-V/def2-TZVPD, OMol25).

The geometry in XYZ format:
```
10
Properties=species:S:1:pos:R:3:lowdin_charge:R:1
H -0.60 -0.33 -1.20 0.0492
C -1.83 0.93 -0.06 -0.2872
C 2.74 -0.83 -0.33 -0.0073
H 2.60 -0.72 1.90 0.0074
H -2.81 2.60 0.15 0.0754
C -1.40 -0.21 -0.50 -0.5736
N -2.08 1.98 0.49 0.1636
Cl -2.12 -1.70 0.05 0.5635
C 2.69 -0.79 0.86 0.0021
H 2.80 -0.92 -1.37 0.0069
```

Summary:
total charge	0
E_HOMO	-8.88	eV
structure (SMILES)	N=C=CCl.C#C
frontier orbital gap	9.61	eV

Q.
# C4H4ClN

A cluster of 2 separate species, C4H4ClN in total (ωB97M-V/def2-TZVPD, OMol25).

The geometry in XYZ format:
```
10
Properties=species:S:1:pos:R:3:lowdin_charge:R:1
H -1.20 -0.67 1.40 0.1193
H -2.06 0.68 0.68 0.1091
C -1.16 0.15 0.76 -0.0461
C -0.09 0.96 0.23 -0.5239
C -0.52 -0.19 -0.61 -0.0683
H 0.33 -0.84 -0.68 0.0622
C 2.78 -0.86 0.02 -0.4181
N 2.61 -1.99 -0.21 -0.2087
H -0.97 0.17 -1.56 0.1349
Cl 0.28 2.58 -0.04 0.8395
```

Summary:
total charge	0
E_HOMO (spin up / spin down)	-8.47 / -8.47	eV
frontier orbital gap (spin up / spin down)	4.85 / 4.85	eV

P is favored, and the nearest alternative lies 3.259 eV above it.

P.
# C8H14

The ion C8H14 with charge -1 (ωB97M-V/def2-TZVPD, OMol25).

The geometry in XYZ format:
```
22
Properties=species:S:1:pos:R:3:lowdin_charge:R:1
H 0.88 1.46 -2.51 0.0840
H 1.45 -2.02 0.68 0.0837
H 1.81 0.71 0.33 0.0937
C 0.50 2.81 -0.90 -0.1438
C -2.68 -1.54 1.75 -0.1746
H 0.49 -2.53 -0.81 0.0827
H 2.33 2.16 -1.95 0.0873
H 0.34 2.76 0.18 0.0568
H -2.54 -1.12 2.76 0.0437
C -0.46 -1.20 0.68 -0.3061
H 2.57 0.03 -1.14 0.0912
H -0.52 2.70 -1.29 0.0620
H -0.75 -3.09 1.33 0.0422
H -0.67 -0.19 1.03 0.0855
H -2.70 -0.73 1.02 0.0461
C 1.37 1.76 -1.57 -0.3194
C 1.67 0.52 -0.74 -0.3185
H 0.74 3.87 -1.05 0.0489
C 0.49 -0.43 -0.71 -0.1833
H -3.68 -1.96 1.70 0.0312
C 0.70 -1.76 -0.08 -0.3043
C -1.34 -2.19 1.28 -0.1890
```

Summary:
multiplicity	2
total charge	-1
E_HOMO (spin up / spin down)	-0.41 / -1.68	eV
frontier orbital gap (spin up / spin down)	4.50 / 5.72	eV
expectation value of S²	0.773

Q.
# C8H14

The ion C8H14 with charge -1 (ωB97M-V/def2-TZVPD, OMol25).

The geometry in XYZ format:
```
22
Properties=species:S:1:pos:R:3:lowdin_charge:R:1
H 2.11 -0.69 0.97 0.0716
H 1.59 -0.88 -1.83 0.0715
H -2.53 -1.56 1.20 0.0792
H 3.43 0.97 -0.62 0.0614
H 3.53 0.52 -2.32 0.0501
C -2.51 -0.67 -0.71 -0.1350
H -1.80 0.03 -1.15 0.0545
C -0.01 -0.59 0.85 -0.2634
H 1.61 0.78 1.85 0.0776
H -3.40 -0.01 1.21 0.0810
C -2.53 -0.54 0.82 -0.3043
C 1.62 0.12 -1.41 -0.1655
C 2.86 0.93 -1.56 -0.1598
H 0.17 1.27 -0.25 0.0806
H -2.21 -1.69 -0.96 0.0566
C 0.78 0.37 -0.25 -0.3485
C -1.25 0.08 1.39 -0.3185
H 2.63 1.98 -1.78 0.0570
C 1.28 0.01 1.13 -0.2689
H -1.24 1.13 0.99 0.0840
H -3.47 -0.48 -1.21 0.0484
H -1.25 0.15 2.48 0.0904
```

Summary:
multiplicity	2
total charge	-1
E_HOMO (spin up / spin down)	-1.37 / -1.36	eV
frontier orbital gap (spin up / spin down)	5.58 / 5.51	eV
expectation value of S²	0.755

Q is favored, and the nearest alternative lies 2.339 eV above it.

P.
# C8H12N2O2

The molecule C8H12N2O2 (ωB97M-V/def2-TZVPD, OMol25).

The geometry in XYZ format:
```
24
Properties=species:S:1:pos:R:3:lowdin_charge:R:1
O 4.50 -1.60 0.43 0.1683
H 2.26 2.65 0.41 0.1082
C -2.09 -1.01 0.14 -0.4705
C -0.40 1.51 0.01 0.0101
C 3.48 -1.15 0.05 -0.1976
H -1.26 -3.03 0.13 0.1105
H -0.80 -1.99 1.40 0.0623
C -1.64 -2.24 0.83 -0.0122
H -2.36 -2.65 1.51 0.0787
H -1.78 0.17 -1.72 0.1375
H -1.36 1.58 -0.46 0.0584
H -1.57 -1.71 -1.70 0.1223
H 2.21 1.40 1.77 0.0575
C 1.77 0.53 -0.17 -0.2150
H 2.17 -1.08 -1.54 0.1323
O -3.11 -0.39 0.39 0.0703
H 0.02 2.50 -0.25 0.1064
N 0.05 -0.67 -1.07 -0.0195
H -0.56 1.15 1.08 0.1413
C 2.46 -0.72 -0.54 -0.0754
H 3.46 1.51 0.71 0.0299
C 2.45 1.57 0.77 -0.0114
C -1.37 -0.78 -1.17 -0.2050
N 0.45 0.39 -0.41 -0.1874
```

Summary:
total charge	0
E_HOMO (spin up / spin down)	-7.14 / -7.14	eV
frontier orbital gap (spin up / spin down)	7.67 / 7.67	eV

Q.
# C8H12N2O2

A structure of composition C8H12N2O2 (ωB97M-V/def2-TZVPD, OMol25).

The geometry in XYZ format:
```
24
Properties=species:S:1:pos:R:3:lowdin_charge:R:1
C -0.44 -0.48 1.59 -0.4238
H 2.79 -0.59 -3.13 0.1783
N -0.06 1.01 -0.36 0.0875
N -0.25 -0.14 -2.36 0.0814
H 1.16 0.40 1.33 0.0857
H 1.86 -2.29 -2.45 0.0497
C 0.30 0.71 1.03 -0.1845
H -2.26 1.93 3.41 0.2002
H -0.25 2.95 1.48 0.1301
C -0.26 1.93 1.96 -0.0928
C 0.34 0.13 -1.27 -0.4839
H 0.17 2.23 2.97 0.1306
H 2.40 -0.25 -0.84 0.0593
C 1.58 -0.78 -1.16 -0.1092
C -1.61 1.41 2.23 -0.3758
H -2.41 1.82 1.67 0.0763
C 1.90 -1.28 -2.61 -0.1380
H -0.18 -2.01 -3.21 0.1016
H 0.25 -0.91 -4.09 0.0008
H -1.34 1.30 -0.44 0.2976
O -1.59 0.10 2.33 -0.0053
C 0.49 -1.19 -3.25 -0.1446
H 1.19 -1.81 -0.40 0.2053
O -0.29 -1.55 1.61 0.2736
```

Summary:
total charge	0
E_HOMO	-8.82	eV
frontier orbital gap	9.44	eV

P is favored, and the nearest alternative lies 2.631 eV above it.

P.
# C3H8FN2

A cluster of 2 separate species, C3H8FN2 in total (ωB97M-V/def2-TZVPD, OMol25).

The geometry in XYZ format:
```
14
Properties=species:S:1:pos:R:3:lowdin_charge:R:1
H 1.10 1.09 -1.34 0.1353
H 0.79 -2.31 -0.30 0.1674
H 0.58 -1.86 1.36 0.0918
C -1.51 0.83 -0.05 -0.3024
H -1.10 1.62 -0.75 0.1273
C -1.55 0.85 1.24 0.0295
N 0.70 -1.57 0.45 0.1509
H -1.27 1.79 1.88 0.1322
H 1.19 -0.50 -1.73 0.1274
H -2.08 0.14 1.71 0.0352
N 1.37 0.18 -1.04 0.1809
F -1.60 -0.29 -0.75 0.0008
C 0.92 -0.30 0.29 -0.1122
H 2.46 0.35 -0.97 0.2360
```

Summary:
total charge	+1
E_HOMO	-13.07	eV
frontier orbital gap	9.16	eV

Q.
# C3H8FN2

A cluster of 2 separate species, C3H8FN2 in total (ωB97M-V/def2-TZVPD, OMol25).

The geometry in XYZ format:
```
14
Properties=species:S:1:pos:R:3:lowdin_charge:R:1
H -1.73 -1.63 0.71 0.0962
H -2.62 -0.27 0.77 0.0996
F 1.33 0.34 0.93 -0.0016
H -1.18 -0.06 1.76 0.1281
H -0.84 -0.29 -1.35 0.1315
C -1.09 0.12 -0.36 -0.1293
N -0.78 1.44 -0.29 0.1314
H -0.89 2.00 -1.15 0.1527
H -0.43 1.88 0.51 0.1076
H 2.74 -1.46 -1.37 0.1908
C 1.35 -0.30 -0.27 -0.1493
H 3.25 -0.48 -0.09 0.0895
N 2.49 -0.71 -0.64 0.1737
C -1.60 -0.58 0.85 -0.0208
```

Summary:
total charge	+1
E_HOMO	-13.77	eV
frontier orbital gap	9.47	eV

Q is favored, and the nearest alternative lies 1.559 eV above it.